The following is a quantum chemistry calculation of a structure of composition C14H18LiN3Si, from OMol25.

Results
HOMO-LUMO gap (alpha / beta) in eV: 4.4 / 7.6
Energy relative to the best compared isomer or geometry (same formula, charge and spin) in eV: 0.000

Structure (ORCA input):
```
! RIJCOSX wB97M-V def2-TZVPD def2/J DEFGRID3
* xyz 0 1
H -0.539 3.870 0.615
H -4.802 3.806 0.223
C -3.774 1.948 0.101
C 0.123 -3.947 -0.284
C -1.010 -4.737 -0.444
N -1.374 2.012 0.323
C 3.381 -0.118 -1.575
H 1.107 -4.400 -0.271
C -3.844 3.303 0.252
H 4.498 2.509 0.117
H 2.987 -1.130 -1.659
H 2.943 0.211 2.442
C -0.003 -2.577 -0.140
Si 2.830 0.722 -0.001
H -2.667 5.110 0.568
H 3.077 3.082 -0.760
C -2.396 -2.761 -0.312
C -1.259 -1.959 -0.151
H 3.083 0.440 -2.462
H 3.052 2.993 1.006
C -2.515 1.299 0.137
H 0.883 -1.961 -0.015
H 2.881 -1.279 1.492
H 4.475 -0.180 -1.568
C -2.659 4.037 0.443
H -0.918 -5.809 -0.558
C 3.282 -0.266 1.523
N -1.289 -0.575 -0.002
C -2.260 -4.131 -0.456
H 4.375 -0.340 1.568
Li 0.076 0.734 0.244
C 3.402 2.499 0.100
H -4.652 1.335 -0.050
H -3.148 -4.739 -0.579
N -2.500 -0.051 -0.018
H -3.369 -2.293 -0.321
C -1.476 3.343 0.468
*
```

---

The following is a quantum chemistry calculation of the molecule C14H18N2O in a non-equilibrium geometry, from OMol25.

Results
SMILES string: [O-]/C(=N\c1ccccc1)[N+]12CCC(CC1)CC2
HOMO-LUMO gap in eV: 7.5
Energy relative to the best compared isomer or geometry (same formula, charge and spin) in eV: 1.961

Structure (ORCA input):
```
! RIJCOSX wB97M-V def2-TZVPD def2/J DEFGRID3
* xyz 0 1
H 3.458 2.361 -0.063
C -4.749 0.550 0.534
C 3.450 0.306 -0.767
H 1.302 2.123 0.700
C -0.531 0.259 -0.117
H 4.509 0.331 -1.047
H -2.897 1.495 -0.093
H 2.713 -0.108 -2.772
C -2.507 -0.468 0.753
C 1.229 -0.623 -1.364
H 0.604 -0.281 -2.198
H 0.929 -1.644 -1.064
H -2.518 -2.545 1.377
C 1.443 1.708 -0.299
H 2.917 2.184 -1.744
C -5.326 -0.622 1.053
H 1.444 -1.387 1.199
N 0.955 0.263 -0.126
N -1.129 -0.434 0.821
O -1.039 0.764 -1.133
C 2.674 -0.552 -1.769
C 3.259 -0.282 0.633
H -5.348 1.425 0.268
H -4.993 -2.660 1.725
H 3.801 0.336 1.364
H 3.719 -1.278 0.682
C -4.525 -1.738 1.350
H 0.767 2.201 -0.998
C -3.365 0.616 0.348
H 3.085 -1.572 -1.830
C -3.151 -1.669 1.170
H 1.565 0.218 1.921
H -6.394 -0.647 1.211
C 1.773 -0.359 1.023
C 2.877 1.727 -0.747
*
```

---

The following is a quantum chemistry calculation of the molecule C14H18N2O in a non-equilibrium geometry, from OMol25.

Results
SMILES string: CC1(C)CC(=O)C=C(NCc2cccnc2)C1
HOMO-LUMO gap in eV: 7.6
Energy relative to the best compared isomer or geometry (same formula, charge and spin) in eV: 12.314

Structure (ORCA input):
```
! RIJCOSX wB97M-V def2-TZVPD def2/J DEFGRID3
* xyz 0 1
C 5.626 0.750 -0.154
C -3.332 -1.731 -0.953
H -0.774 -1.668 -0.063
N 4.556 1.459 -0.777
H -2.895 -2.728 -0.802
C -2.783 1.782 0.271
C -0.546 0.589 0.109
H -3.192 1.006 -1.733
H -0.878 2.577 0.946
C 1.657 -0.712 0.006
C 5.333 -0.217 0.722
H -3.066 -1.471 -2.128
C -1.155 -0.556 -0.481
C 3.079 0.037 0.072
C -3.402 0.649 -0.558
H 3.835 -1.438 1.532
H 1.362 -0.830 -1.075
C -1.344 1.786 0.292
H 2.640 1.641 -1.320
H 1.052 1.485 0.710
H 6.460 1.427 -0.181
C -2.726 -0.790 -0.358
H 6.137 -0.612 1.102
C -3.048 -0.904 1.151
H -2.576 -1.803 1.594
H 1.487 -1.240 1.084
H -4.300 -1.787 -0.860
H -2.588 -0.233 1.872
C 3.390 1.006 -0.913
N 0.688 0.779 0.389
C 4.183 -0.542 0.699
H -4.386 0.724 -0.342
H -1.026 -0.416 -1.584
H -4.119 -0.954 1.476
O -3.348 2.935 0.255
*
```

---

The following is a quantum chemistry calculation of a structure of composition C14H18N2O2PtS in a non-equilibrium geometry, from OMol25.

Results
HOMO-LUMO gap in eV: 2.0

Structure (ORCA input):
```
! RIJCOSX wB97M-V def2-TZVPD def2/J DEFGRID3
* xyz 2 1
H -0.310 0.877 2.326
C -3.711 -0.354 -1.823
C -5.155 -0.626 0.591
C 4.216 -1.026 0.363
H 1.628 -0.282 0.795
C 5.067 -2.300 -0.139
C -1.061 -0.981 1.266
H 4.340 1.405 0.930
H -1.135 1.247 0.720
C 0.963 0.564 0.402
C -2.372 -0.567 -1.046
N -6.124 -0.115 -1.889
O 3.895 -0.993 1.572
C 1.601 2.035 0.638
S -5.501 0.072 -3.477
H -6.149 -0.624 1.158
H 3.107 3.359 -0.359
C -5.055 -0.378 -0.969
H 1.984 2.047 1.720
H 4.916 1.737 -0.800
N -3.817 -0.135 -3.266
H -0.428 -1.740 0.687
H 4.615 -2.794 -1.060
H -1.337 -0.539 -1.545
H 0.799 2.851 0.478
C -0.403 0.520 1.248
C -3.801 -0.843 1.324
H -3.732 -0.998 2.450
Pt -8.409 -0.248 -2.125
C 4.058 1.295 -0.169
O 3.863 -0.070 -0.623
H 2.382 2.104 -1.485
C -2.478 -0.807 0.515
H -1.189 -1.395 2.319
H 5.069 -3.055 0.715
H 6.144 -1.953 -0.297
C 2.787 2.252 -0.424
H 0.734 0.456 -0.721
*
```

---

The following is a quantum chemistry calculation of a cluster of 2 separate species, C14H18N2O3PS in total in a non-equilibrium geometry, from OMol25.

Results
HOMO-LUMO gap in eV: 7.3

Structure (ORCA input):
```
! RIJCOSX wB97M-V def2-TZVPD def2/J DEFGRID3
* xyz 1 1
N 1.674 -0.620 2.464
H 5.479 2.298 -1.064
H -5.524 -3.827 1.137
H -4.588 1.187 -0.960
H -1.108 -2.578 2.088
C 1.751 -0.445 -1.805
O 2.749 -0.073 -2.747
H -2.148 1.170 -0.209
C -0.486 -1.678 2.069
O 4.307 1.296 -3.349
H 6.665 1.532 -2.103
H 1.264 -2.623 2.821
C 6.020 2.407 -2.004
P -5.771 -2.694 1.960
C -4.599 -1.395 1.267
H -6.146 -0.584 0.038
H -2.971 -2.000 2.380
C -2.897 0.479 0.181
H -5.397 -2.989 3.294
C -4.233 0.459 -0.227
H 1.272 -1.345 -2.184
C -1.047 -0.447 1.607
H -0.611 1.634 1.217
C 3.336 1.098 -2.466
C 5.071 2.502 -3.181
S -7.609 -2.157 1.711
O 3.031 1.829 -1.557
C -5.096 -0.520 0.334
C -2.473 -0.432 1.148
H 2.202 -0.674 -0.838
C -0.216 0.681 1.578
C 1.117 0.500 2.039
C 0.847 -1.669 2.472
H 4.407 3.363 -3.096
N -3.303 -1.346 1.676
H 0.998 0.336 -1.700
H 1.747 1.399 2.043
H 5.645 2.625 -4.097
H 6.640 3.301 -1.938
*
```

---

The following is a quantum chemistry calculation of the molecule C14H18N2O4 in a non-equilibrium geometry, from OMol25.

Results
SMILES string: N[C@@H](Cc1ccc(O)cc1)C(=O)N1CCC[C@H]1C(=O)O
HOMO-LUMO gap in eV: 9.1
Energy relative to the best compared isomer or geometry (same formula, charge and spin) in eV: 7.807

Structure (ORCA input):
```
! RIJCOSX wB97M-V def2-TZVPD def2/J DEFGRID3
* xyz 0 1
C 2.160 -1.323 2.472
C 1.368 1.271 -1.993
H 1.548 2.769 -0.180
C 2.406 -1.346 1.033
C -0.016 2.014 -1.611
H 1.151 -1.637 -0.835
H 3.164 -0.733 0.482
C 0.027 -1.721 0.859
O 1.492 0.462 -3.096
O -1.213 -0.441 -2.527
H -1.710 -3.219 -0.041
H -0.988 -2.155 2.800
N -0.732 1.001 -0.889
C 0.967 -1.327 3.090
H -0.007 3.016 1.388
H 3.774 -0.452 2.757
H -2.469 -1.045 0.290
C -0.711 1.218 0.541
O 2.323 1.517 -1.297
C 0.455 3.059 -0.574
C 1.301 -1.570 0.236
C -0.175 -1.691 2.310
O 3.257 -1.242 3.295
H -1.686 3.047 0.381
H 0.663 4.116 -1.011
N -3.173 -1.603 -1.489
H 1.034 -0.954 4.225
H 0.250 0.960 0.898
H 0.495 0.342 -3.322
C -1.978 -1.166 -0.766
C -1.089 -2.250 -0.292
C -0.519 2.755 0.472
H -3.278 -1.478 -2.627
H -0.383 2.666 -2.424
H -4.097 -0.951 -1.093
C -1.307 -0.090 -1.397
H -1.675 0.943 1.130
H -0.627 -2.762 -1.196
*
```